Entry from the OMol25 dataset: a structure of composition C44H34As2MgN5O6S2 (ωB97M-V/def2-TZVPD).

CARTESIAN COORDINATES (ANGSTROEM)
Mg: 1.24544 -1.96790 0.27346
C: 3.88364 -5.45107 -0.11709
C: 2.97360 -6.43648 0.21033
C: 1.62118 -6.13348 0.21740
C: 1.22476 -4.84386 -0.08072
N: 2.10888 -3.88685 -0.41546
C: 3.40124 -4.19006 -0.42707
C: -0.21248 -4.40944 0.00038
C: -1.15859 -5.13424 0.71106
C: -2.43097 -4.61096 0.80865
C: -2.74454 -3.44874 0.12204
C: -1.76186 -2.82591 -0.63320
N: -0.49936 -3.26870 -0.62880
C: -2.08861 -1.69402 -1.55634
C: -3.25078 -0.93812 -1.41360
C: -3.52437 0.04452 -2.34724
C: -2.61273 0.27310 -3.36655
C: -1.48260 -0.52867 -3.42263
N: -1.24301 -1.51281 -2.56363
H: 4.94755 -5.64075 -0.11067
H: 3.30822 -7.43099 0.47628
H: 0.89381 -6.88888 0.47624
H: 4.05779 -3.36956 -0.68256
H: -0.88714 -6.03460 1.24085
H: -3.18304 -5.11140 1.40537
H: -3.74715 -3.04856 0.16017
H: -3.92329 -1.08357 -0.57928
H: -4.42897 0.63518 -2.26502
H: -2.76789 1.05997 -4.09310
H: -0.72442 -0.37205 -4.18196
O: 3.72454 -2.89880 2.74706
As: 2.03994 -3.02871 3.30189
O: 2.00514 -4.29358 4.33718
O: 1.02813 -3.09812 1.96262
C: 1.67916 -1.37845 4.27193
C: 1.72457 -1.46485 5.65612
C: 1.38669 -0.36708 6.43768
C: 0.96815 0.81289 5.84251
C: 0.90995 0.91544 4.45904
C: 1.27452 -0.17383 3.68125
S: 1.27363 0.02755 1.91193
O: 1.35926 1.44138 1.67105
O: 0.05515 -0.63286 1.41307
O: 2.46079 -0.74385 1.44968
H: 3.75957 -2.16813 2.11310
H: 2.02171 -2.40719 6.10020
H: 1.44588 -0.43675 7.51718
H: 0.69607 1.66493 6.45358
H: 0.59850 1.83121 3.97254
C: -0.58123 5.44709 3.17139
C: -1.50738 4.44623 3.43033
C: -1.71071 3.43013 2.50568
C: -1.00073 3.40305 1.30954
C: -0.06033 4.39820 1.06645
C: 0.14136 5.41866 1.98600
As: -1.26221 1.90566 0.04338
C: -1.23631 3.01842 -1.56501
C: -0.11700 3.29896 -2.33641
C: -0.24998 4.09252 -3.47027
C: -1.49624 4.59322 -3.83111
C: -2.62175 4.28342 -3.07937
C: -2.49658 3.48808 -1.94518
C: -3.60953 3.01211 -1.09281
C: -4.96159 3.26277 -1.30274
C: -5.91161 2.68106 -0.47383
C: -5.51760 1.84336 0.56400
C: -4.16609 1.59350 0.77740
C: -3.21110 2.18793 -0.03524
H: -0.41661 6.23767 3.89307
H: -2.06795 4.44997 4.35760
H: -2.43232 2.65161 2.72499
H: 0.53115 4.37142 0.15962
H: 0.86934 6.19285 1.77607
H: 0.84124 2.86324 -2.07656
H: 0.61964 4.31352 -4.07653
H: -1.59502 5.21231 -4.71456
H: -3.59240 4.65937 -3.38201
H: -5.28105 3.90298 -2.11693
H: -6.96422 2.86970 -0.64584
H: -6.26288 1.37808 1.19753
H: -3.85913 0.91800 1.56870
C: 4.40268 1.10548 -5.20852
C: 4.15738 0.25963 -3.98833
C: 5.08355 -0.69784 -3.58087
C: 4.71220 -1.46809 -2.49854
N: 3.56912 -1.32335 -1.84587
C: 2.74484 -0.32907 -2.26426
S: 1.29382 -0.02532 -1.39946
N: 3.01997 0.45362 -3.34303
H: 5.35517 1.63396 -5.13394
H: 3.59517 1.82612 -5.31527
H: 4.44134 0.47813 -6.10152
H: 6.02941 -0.83825 -4.08634
H: 5.37648 -2.25236 -2.13832

Force components x, y, z for each atom (eV/Å):
Mg -0.1 -0.2 -0.6
C 0.0 -0.1 0.0
C 0.0 0.0 0.0
C 0.0 -0.1 0.0
C -0.1 0.3 0.0
N -0.2 -0.3 0.3
C -0.1 0.1 -0.1
C 0.3 -0.1 -0.2
C 0.0 0.0 0.1
C 0.0 0.0 0.0
C -0.1 -0.1 0.0
C 0.0 0.1 -0.1
N 0.0 -0.1 0.2
C -0.1 -0.1 0.1
C 0.0 0.0 0.1
C 0.0 0.0 -0.1
C 0.0 0.0 0.0
C 0.0 -0.1 0.1
N 0.0 0.0 -0.1
H 0.0 0.0 0.0
H 0.0 0.0 0.0
H 0.0 0.0 0.0
H 0.0 0.0 0.0
H 0.0 0.0 0.0
H 0.0 0.0 0.0
H 0.0 0.0 -0.1
H 0.0 0.0 0.0
H 0.0 0.0 0.0
H 0.0 0.0 0.0
H 0.0 0.0 0.0
O -0.2 0.0 -0.1
As 0.0 -0.6 -0.1
O -0.1 0.2 0.0
O 0.4 -0.1 0.3
C -0.2 0.2 -0.2
C 0.0 0.0 0.0
C 0.0 0.0 0.0
C 0.0 0.0 0.0
C 0.0 -0.1 0.0
C 0.2 -0.2 0.1
S 0.3 0.5 0.5
O 0.0 0.0 0.1
O 0.2 0.2 0.0
O -0.3 0.2 0.2
H 0.0 0.1 0.1
H 0.0 0.0 0.0
H 0.0 0.0 0.0
H 0.0 0.0 0.0
H 0.0 0.0 0.0
C 0.0 0.0 0.0
C 0.1 0.0 0.0
C 0.0 0.0 0.0
C 0.1 0.0 0.0
C 0.0 0.0 0.0
C 0.0 0.0 0.0
As -0.4 0.3 -0.1
C 0.1 0.0 0.0
C 0.0 0.0 0.0
C 0.0 0.0 0.0
C 0.0 0.0 0.0
C 0.0 0.0 0.0
C -0.1 0.0 0.1
C 0.1 0.1 0.0
C 0.0 0.0 0.0
C 0.0 0.0 0.0
C 0.0 0.0 0.0
C 0.0 0.1 0.0
C 0.0 -0.1 0.0
H 0.0 0.0 0.0
H 0.0 0.0 0.0
H 0.0 0.0 0.0
H 0.0 0.0 0.0
H 0.0 0.0 0.0
H 0.0 0.0 0.0
H 0.0 0.0 0.0
H 0.0 0.0 0.0
H 0.0 0.0 0.0
H 0.0 0.0 0.0
H 0.0 0.0 0.0
H 0.0 0.0 0.0
H 0.0 0.0 0.0
C 0.0 0.0 0.1
C -0.1 0.1 0.0
C 0.1 0.0 0.0
C 0.0 0.0 0.0
N 0.0 0.1 0.0
C 0.0 0.0 0.0
S 0.2 -0.2 -0.4
N 0.0 -0.1 0.0
H 0.0 0.0 0.0
H 0.0 0.0 0.0
H 0.0 0.0 0.0
H 0.0 0.0 0.0
H 0.0 0.0 0.0

Values from the calculation:
* orbital gap: 6.8 eV
* relative energy (zero: lowest compared OMol25 entry of this formula, charge and spin): 1.4872 eV
* highest occupied orbital energy: -4.5805 eV
* net charge: -1
* spin multiplicity: 1